14
Properties=species:S:1:pos:R:3:forces:R:3:lowdin_charge:R:1 method="wB97M-V/def2-TZVPD" de_lowest_kcal_mol=106.4 gap_ha=0.321 smiles="O=CB(O)O.C=C"
O 0.517068 -2.629989 -0.210954 0.73 -0.53 0.33 0.02
C 0.566684 -1.481716 -0.586699 -0.63 -0.46 2.21 -0.17
B 1.568853 -0.301579 0.093055 -2.96 -2.80 -2.32 -0.73
O 2.530804 -0.297020 -0.773792 3.51 0.57 -1.88 0.23
O 1.373737 0.644486 0.974276 1.74 3.71 1.77 0.15
H -0.188584 -1.313251 -1.364363 0.38 1.15 -0.78 0.10
H 3.160647 0.396838 -0.558202 0.63 0.07 -0.34 0.12
H 1.740814 1.560447 0.680338 -0.63 -2.48 0.99 0.19
C -1.541569 -0.237693 0.636750 0.44 2.87 -0.89 -0.05
C -0.921576 0.885394 0.296747 -2.74 -1.74 -4.79 -0.08
H -1.801268 -0.135471 1.636605 -0.52 -1.90 1.94 0.06
H -1.793256 -0.782239 -0.220400 -1.61 -1.48 -0.06 0.04
H -0.292239 1.309269 0.944731 0.71 2.85 2.20 0.00
H -0.951303 1.081577 -0.831241 0.96 0.18 1.62 0.11



14
Properties=species:S:1:pos:R:3:forces:R:3:mulliken_spin:R:1 method="wB97M-V/def2-TZVPD" s_squared=2.005 de_lowest_kcal_mol=19.8 gap_ha="0.194 / 0.359" multiplicity=3
B 2.303124 0.266427 0.035508 0.36 2.51 -1.19 0.19
C 1.013814 1.027988 -0.417565 1.98 2.39 -0.40 0.70
C -0.176965 0.306091 -0.146904 -1.22 -3.04 0.58 0.83
C -2.378008 0.012806 0.438023 0.89 -2.44 -2.95 -0.01
O 2.236029 -1.083523 0.003915 2.00 -2.47 2.79 0.03
O 3.499136 0.936347 0.298690 1.61 -2.03 0.00 0.02
O -1.416321 0.750737 -0.269577 0.21 1.55 -1.35 0.18
H 0.820654 2.054624 -0.789408 0.87 -0.62 0.28 0.00
H 0.001959 -0.692731 0.202985 -0.67 -0.45 0.16 0.02
H -3.022077 -0.593968 -0.259732 0.13 1.17 0.54 0.01
H -2.800483 0.749927 0.992905 -2.06 1.27 2.13 0.01
H -1.786837 -0.729593 0.905606 -0.09 -0.73 1.62 0.01
H 2.921067 -1.476659 0.689194 -2.05 0.94 -2.29 0.00
H 4.275639 0.259584 0.287297 -1.96 1.94 0.07 0.00



13
Properties=species:S:1:pos:R:3:forces:R:3:mulliken_spin:R:1 method="wB97M-V/def2-TZVPD" s_squared=0.753 total_charge=+1 de_lowest_kcal_mol=11.9 gap_ha="0.232 / 0.238" multiplicity=2
O -1.457313 0.438109 1.991530 -0.28 1.02 1.59 0.00
C -0.503995 1.042097 1.201585 0.54 1.42 -1.79 -0.01
C -0.312411 0.376935 -0.152415 1.19 0.13 -1.33 0.02
O 0.760289 -0.532679 -0.035094 -0.03 0.32 0.52 0.00
C 1.272689 -0.987924 -1.263239 -0.16 -0.19 -0.56 0.00
Bi -2.331447 -1.249791 1.944331 -0.84 -1.80 -0.08 0.99
H 0.451682 1.140285 1.756247 -0.39 -0.52 -0.44 0.00
H -0.792622 2.094351 1.001081 -0.31 -0.53 0.38 0.00
H -0.207110 1.198381 -0.882783 1.26 0.11 0.20 0.00
H -1.033657 -0.156821 -0.800429 -1.32 -0.09 1.34 0.00
H 0.481554 -1.368611 -1.930980 -0.08 0.08 0.19 0.00
H 1.754468 -0.150121 -1.794051 0.24 -0.48 0.17 0.00
H 1.917874 -1.844211 -1.035783 0.18 0.55 -0.20 0.00



14
Properties=species:S:1:pos:R:3:forces:R:3:lowdin_charge:R:1 method="wB97M-V/def2-TZVPD" de_lowest_kcal_mol=0.0 gap_ha=0.391
Br -0.982143 0.011437 -3.440860 -0.19 -0.09 -0.03 0.57
Br 0.556797 2.449499 -2.058370 -0.01 0.12 0.06 0.56
C 0.672560 0.667041 -2.741410 1.33 -0.74 0.05 -1.12
H 1.010608 -0.006252 -1.930340 -0.43 0.47 -0.34 -0.02
H 1.436281 0.639098 -3.542288 -0.69 0.18 0.41 0.01
O 0.960827 -1.022276 0.338809 -0.38 0.24 0.21 0.02
C 0.041813 -0.611146 1.033433 -0.09 -0.02 -0.28 -0.59
N -1.185645 -0.315848 0.509931 -0.27 0.05 -0.09 0.15
C 0.163336 -0.388557 2.525007 0.36 -0.04 0.45 -0.02
H -1.952356 0.027870 1.093480 0.66 -0.28 -0.56 0.11
H -1.326689 -0.447112 -0.494763 -0.01 0.13 0.68 0.07
H 1.183931 -0.653618 2.848656 -0.51 0.12 -0.21 0.09
H -0.555239 -1.017728 3.076743 0.22 0.26 -0.24 0.08
H -0.024080 0.667593 2.781973 0.01 -0.40 -0.13 0.08



15
Properties=species:S:1:pos:R:3:forces:R:3:mulliken_spin:R:1 method="wB97M-V/def2-TZVPD" s_squared=2.006 de_lowest_kcal_mol=0.0 gap_ha="0.215 / 0.265" multiplicity=3
C -2.117518 -0.480804 0.391413 1.55 -1.23 -2.70 0.08
C -0.673251 0.124506 0.561743 -1.41 -0.50 0.62 0.03
C 0.024550 0.286917 -0.704790 -0.52 -4.59 -1.17 0.54
O 0.154284 -0.836519 -1.562991 -0.25 2.44 0.65 0.17
Si 2.248100 0.728166 -0.034878 1.08 0.74 -0.26 0.64
Br 2.899079 2.828769 0.571425 0.37 0.92 0.27 0.23
Br 3.193898 0.045920 -1.975586 0.23 -0.15 -0.10 0.15
Br 2.357318 -0.682211 1.690444 0.41 -0.85 0.57 0.15
H -1.994455 -1.614209 0.175425 -0.35 1.90 -0.07 0.00
H -2.725440 0.029474 -0.412186 0.71 -0.67 0.90 -0.01
H -2.593527 -0.453555 1.303403 -1.27 0.33 2.04 0.00
H -0.688025 1.064569 1.077370 -0.31 0.85 0.07 -0.02
H -0.157639 -0.494526 1.292623 0.11 -0.37 -0.32 0.03
H -0.100804 1.023627 -1.380792 -0.39 3.26 -1.48 0.02
H 0.173427 -1.570117 -0.992627 0.04 -2.08 0.98 -0.01



12
Properties=species:S:1:pos:R:3:forces:R:3:lowdin_charge:R:1 method="wB97M-V/def2-TZVPD" de_lowest_kcal_mol=47.3 gap_ha=0.378 smiles="C=CBr.CO"
C 1.960470 1.352649 -0.024474 -1.89 0.43 -0.02 -0.13
C 2.344450 0.105109 -0.031096 -0.64 -3.04 -1.26 -0.68
Br 4.221750 -0.295233 0.022887 -0.35 -0.11 0.00 0.60
H 2.787480 2.058214 -0.025544 -0.74 0.57 0.27 0.04
H 0.819476 1.565313 -0.040306 2.38 -0.04 -0.03 0.08
H 1.702051 -0.848041 -0.295397 1.30 2.20 1.08 0.08
C -1.409578 -1.157111 -0.105015 -2.03 1.31 0.17 -0.14
O -1.087150 0.002636 0.693585 -0.68 -0.41 0.02 -0.15
H -1.021879 -2.059553 0.336583 -0.37 -0.23 0.42 0.07
H -0.874519 -0.955642 -0.976110 0.78 -0.45 -2.03 0.04
H -2.548810 -1.135214 -0.397890 2.06 -0.63 0.88 0.12
H -1.505780 0.686845 0.159436 0.19 0.41 0.51 0.07



13
Properties=species:S:1:pos:R:3:forces:R:3:lowdin_charge:R:1 method="wB97M-V/def2-TZVPD" de_lowest_kcal_mol=15.1 gap_ha=0.364 smiles=CC(Cl)(Cl)CN
C 0.153223 -1.068728 1.302661 -1.58 -0.76 -0.18 -0.18
C 0.101862 0.046456 0.268624 -1.77 -0.61 -0.25 -1.09
Cl -0.268790 1.658040 0.906454 0.05 -0.35 0.05 0.62
Cl -1.411219 -0.479726 -0.846045 1.15 0.47 0.76 0.47
C 1.272492 0.109877 -0.661813 0.96 1.14 -1.96 -0.40
N 1.724494 -1.176100 -0.991039 0.80 -1.12 0.27 -0.01
H 0.802086 -0.928617 2.141149 0.73 0.40 0.22 0.08
H -0.844365 -1.293387 1.712827 0.18 0.73 -0.04 0.07
H 0.358674 -2.017363 0.800104 0.49 0.37 0.05 0.07
H 1.013814 0.601793 -1.657493 -0.18 0.30 1.61 0.12
H 2.128846 0.692373 -0.211467 -1.01 -0.58 -0.25 0.14
H 1.202368 -1.959182 -1.260766 -1.56 -0.32 -0.43 0.06
H 2.661815 -1.419882 -1.070863 1.74 0.33 0.13 0.06



14
Properties=species:S:1:pos:R:3:forces:R:3:mulliken_spin:R:1 method="wB97M-V/def2-TZVPD" s_squared=2.008 total_charge=+1 gap_ha="0.274 / 0.262" multiplicity=3
C -1.393385 0.003138 -0.971251 -0.49 1.46 -1.81 -0.05
C -1.070346 -0.870551 -0.084307 -0.11 -2.53 1.54 0.05
C 1.458334 0.963291 -0.446721 -1.93 6.92 -8.05 0.75
N 1.804418 0.068473 0.389934 2.68 -6.48 3.71 0.68
N -0.564720 -0.363206 1.204778 -0.67 -1.81 1.88 0.02
Cl 0.850757 2.465818 0.077619 0.68 0.01 0.62 0.20
Cl 2.809976 -1.102174 -0.339886 -0.04 1.05 0.93 0.36
H -1.716012 -0.249101 -1.963727 -0.23 -0.34 -0.15 0.00
H -1.328153 1.077322 -0.792876 0.03 -0.32 0.13 0.00
H -1.171139 -2.025790 -0.087107 0.29 2.31 -0.38 0.00
H 1.549898 0.997313 -1.598272 -0.24 -0.84 2.16 0.00
H -1.107134 0.397238 1.665269 0.40 -0.51 -0.67 0.00
H 0.495094 -0.155290 1.114728 -0.47 -0.19 0.27 -0.01
H -0.617582 -1.206478 1.831814 0.11 1.28 -0.19 0.00



| no. | E_tot (eV) | F_max (eV/Å) |
| --- | --- | --- |
| 1 | -10041.372 | 5.8 |
| 2 | -10040.557 | 4.2 |
| 3 | -13148.831 | 2.3 |
| 4 | -146847.619 | 1.5 |
| 5 | -223275.966 | 4.8 |
| 6 | -75312.334 | 3.4 |
| 7 | -29759.016 | 2.5 |
| 8 | -31236.252 | 10.8 |